Entry 1:
Computed, not measured: one molecule with the formula C20H39NO2, with ωB97M-V/def2-TZVPD.

Element x y z (Å)
C: -8.340 0.023 -0.675
C: -7.328 0.804 0.154
C: -5.948 0.821 -0.500
C: -4.929 1.604 0.324
C: -3.551 1.619 -0.332
C: -2.531 2.380 0.512
C: -1.155 2.486 -0.144
C: -0.429 1.140 -0.250
C: -0.234 0.522 1.099
C: -0.648 -0.666 1.518
C: -1.439 -1.688 0.762
C: -0.823 -3.093 0.813
C: 0.368 -3.279 -0.128
C: 1.616 -2.524 0.320
C: 2.770 -2.695 -0.664
C: 4.032 -1.945 -0.237
C: 3.865 -0.422 -0.297
C: 5.165 0.256 0.083
O: 5.376 0.706 1.194
N: 6.079 0.294 -0.910
C: 7.436 0.789 -0.743
C: 7.487 2.284 -0.373
O: 7.451 2.503 1.004
H: -9.313 0.021 -0.191
H: -8.448 0.468 -1.662
H: -8.016 -1.008 -0.800
H: -7.249 0.356 1.148
H: -7.678 1.831 0.282
H: -5.598 -0.206 -0.626
H: -6.027 1.267 -1.494
H: -4.847 1.156 1.318
H: -5.281 2.630 0.454
H: -3.218 0.590 -0.471
H: -3.625 2.085 -1.318
H: -2.427 1.886 1.481
H: -2.909 3.390 0.693
H: -1.261 2.914 -1.144
H: -0.539 3.169 0.446
H: -0.978 0.475 -0.914
H: 0.555 1.317 -0.697
H: 0.318 1.149 1.790
H: -0.419 -0.961 2.535
H: -1.570 -1.396 -0.280
H: -2.433 -1.738 1.221
H: -0.517 -3.319 1.837
H: -1.595 -3.814 0.533
H: 0.086 -2.946 -1.130
H: 0.600 -4.346 -0.192
H: 1.370 -1.469 0.417
H: 1.925 -2.888 1.303
H: 3.009 -3.757 -0.754
H: 2.458 -2.344 -1.651
H: 4.858 -2.241 -0.890
H: 4.297 -2.231 0.783
H: 3.103 -0.105 0.414
H: 3.561 -0.121 -1.302
H: 5.826 -0.077 -1.810
H: 7.930 0.229 0.059
H: 7.967 0.616 -1.678
H: 6.659 2.804 -0.881
H: 8.431 2.712 -0.724
H: 6.704 1.983 1.363

As for the HOMO-LUMO gap: 9.79 eV. The largest force on an atom comes out at 0.77 eV Å⁻¹. The structure (SMILES) is CCCCCCCC/C=C\CCCCCCCC(=O)NCCO. The LUMO energy is 0.70 eV. As for the HOMO energy: -9.10 eV. Its energy above the lowest of the compared OMol25 structures with the same formula, charge and spin is 0.102 eV. Its total energy is -26958.5782 eV.


Entry 2:
Computed, not measured: C20H40Br16FO6PS as an isolated structure at a distorted geometry, with ωB97M-V/def2-TZVPD.

Element x y z (Å)
C: 2.340 -0.731 3.760
C: 1.210 -1.392 2.973
F: 0.812 -2.542 3.631
C: -0.023 -0.506 2.677
O: 0.269 0.908 2.854
S: -0.362 1.427 4.231
O: 0.643 1.853 5.141
O: -1.392 2.368 3.949
O: -0.971 0.029 4.715
C: -1.287 -0.679 3.471
P: -2.088 -2.352 3.580
O: -2.347 -2.456 5.185
O: -3.525 -1.949 2.888
H: 2.803 -1.488 4.390
H: 1.975 0.049 4.420
H: 3.098 -0.341 3.085
H: 1.624 -1.687 2.011
H: -0.215 -0.595 1.609
H: -2.005 -0.004 2.982
H: -2.204 -1.618 5.648
H: -4.137 -2.653 3.127
Br: -1.782 1.534 0.422
C: -0.524 3.019 0.465
C: -1.028 4.199 -0.317
Br: -0.856 3.911 -2.232
H: 0.420 2.642 0.085
H: -0.420 3.273 1.518
H: -0.423 5.073 -0.096
H: -2.073 4.419 -0.123
Br: -1.206 2.919 -5.654
C: -2.033 1.364 -4.831
C: -2.683 0.472 -5.853
Br: -4.361 1.216 -6.494
H: -2.734 1.739 -4.093
H: -1.224 0.839 -4.327
H: -2.943 -0.486 -5.409
H: -2.060 0.310 -6.726
Br: 3.961 -4.904 4.888
C: 3.767 -4.453 6.776
C: 2.351 -4.630 7.249
Br: 1.207 -3.191 6.624
H: 4.126 -3.435 6.889
H: 4.434 -5.133 7.303
H: 2.312 -4.592 8.335
H: 1.906 -5.558 6.903
Br: 6.436 -7.331 8.233
C: 6.427 -8.494 6.672
C: 5.061 -8.583 6.049
Br: 3.864 -9.712 7.086
H: 6.801 -9.458 7.001
H: 7.134 -8.048 5.976
H: 5.121 -9.049 5.068
H: 4.577 -7.616 5.961
Br: -8.238 1.293 -7.196
C: -7.641 3.065 -7.737
C: -7.704 4.049 -6.602
Br: -9.529 4.616 -6.234
H: -8.257 3.360 -8.579
H: -6.613 2.937 -8.069
H: -7.165 4.956 -6.863
H: -7.309 3.642 -5.676
Br: -4.344 4.915 -8.052
C: -4.074 6.315 -9.372
C: -5.210 7.302 -9.365
Br: -6.801 6.571 -10.213
H: -3.953 5.822 -10.331
H: -3.143 6.804 -9.094
H: -4.951 8.187 -9.942
H: -5.499 7.595 -8.361
Br: 5.278 -5.723 -1.163
C: 5.022 -5.295 0.716
C: 3.590 -5.476 1.144
Br: 2.461 -4.028 0.505
H: 5.372 -4.278 0.857
H: 5.667 -5.982 1.260
H: 3.518 -5.449 2.229
H: 3.154 -6.397 0.772
Br: 3.124 3.229 -1.961
C: 3.754 5.011 -2.420
C: 3.670 5.950 -1.247
Br: 1.842 6.526 -0.912
H: 3.162 5.346 -3.266
H: 4.789 4.881 -2.726
H: 4.226 6.863 -1.446
H: 4.031 5.499 -0.329

As for the HOMO-LUMO gap: 9.46 eV. The largest force on an atom comes out at 1.61 eV Å⁻¹. The LUMO energy is 0.15 eV. As for the HOMO energy: -9.31 eV. Its total energy is -1177196.1695 eV.


Entry 3:
Computed, not measured: C20H40Br2O14S4 as an isolated structure at a distorted geometry, with ωB97M-V/def2-TZVPD.

Element x y z (Å)
Br: -3.496 -3.653 -2.823
C: -4.992 -2.375 -2.478
C: -4.725 -1.137 -3.262
Br: -6.378 -0.173 -3.676
H: -5.030 -2.147 -1.416
H: -5.887 -2.856 -2.856
H: -4.381 -1.398 -4.261
H: -3.992 -0.453 -2.845
O: -2.194 1.204 1.432
S: -0.958 1.083 0.728
O: -0.408 2.157 -0.054
O: 0.103 0.616 1.897
C: 1.480 0.530 1.561
C: 2.178 1.825 1.991
C: -1.015 -0.415 -0.349
H: 1.660 0.343 0.500
H: 1.947 -0.296 2.103
H: 3.079 2.017 1.397
H: 2.559 1.868 3.011
H: 1.522 2.677 1.816
H: -1.817 -0.336 -1.077
H: -1.205 -1.194 0.390
H: -0.048 -0.570 -0.819
O: 6.210 4.372 -0.744
S: 4.927 4.745 -1.278
O: 4.823 5.304 -2.593
O: 4.029 3.398 -1.227
C: 2.778 3.399 -1.894
C: 2.869 2.988 -3.350
C: 4.098 5.690 -0.004
H: 2.243 4.356 -1.978
H: 2.059 2.802 -1.332
H: 3.217 3.778 -4.012
H: 1.858 2.811 -3.738
H: 3.410 2.058 -3.528
H: 4.826 6.257 0.564
H: 3.490 4.952 0.510
H: 3.388 6.381 -0.462
O: -0.190 -3.491 3.024
S: 0.587 -2.516 2.315
O: 2.007 -2.652 2.185
O: -0.061 -2.144 0.855
C: -1.050 -2.982 0.203
C: -2.306 -3.196 1.022
C: 0.280 -0.898 3.066
H: -0.617 -3.957 -0.031
H: -1.281 -2.540 -0.766
H: -2.551 -2.294 1.579
H: -2.139 -4.059 1.663
H: -3.112 -3.536 0.369
H: 1.030 -0.222 2.661
H: 0.520 -1.014 4.124
H: -0.762 -0.627 2.944
O: 6.462 -2.559 2.061
S: 5.071 -2.882 1.979
O: 4.108 -1.878 2.372
O: 4.791 -3.471 0.489
C: 3.392 -3.593 0.173
C: 2.910 -2.362 -0.575
C: 4.701 -4.382 2.947
H: 2.770 -3.747 1.058
H: 3.199 -4.505 -0.393
H: 3.415 -2.267 -1.540
H: 3.037 -1.427 -0.035
H: 1.862 -2.452 -0.877
H: 5.295 -5.216 2.586
H: 3.660 -4.655 2.776
H: 4.815 -4.100 3.990
C: -7.006 2.899 -1.288
C: -5.848 2.685 -1.930
C: -4.692 1.927 -1.379
O: -3.643 1.820 -1.968
C: -5.031 1.215 -0.079
C: -6.178 1.461 0.567
C: -7.274 2.248 0.006
O: -8.292 2.405 0.657
H: -7.814 3.516 -1.659
H: -5.792 3.161 -2.903
H: -4.221 0.637 0.346
H: -6.283 1.044 1.561

As for the HOMO-LUMO gap: 8.45 eV. The largest force on an atom comes out at 8.38 eV Å⁻¹. The LUMO energy is -1.75 eV. As for the HOMO energy: -10.20 eV. Its total energy is -233468.6643 eV.


What did the first record say?
Computed, not measured: one molecule with the formula C20H39NO2, with ωB97M-V/def2-TZVPD.

Element x y z (Å)
C: -8.340 0.023 -0.675
C: -7.328 0.804 0.154
C: -5.948 0.821 -0.500
C: -4.929 1.604 0.324
C: -3.551 1.619 -0.332
C: -2.531 2.380 0.512
C: -1.155 2.486 -0.144
C: -0.429 1.140 -0.250
C: -0.234 0.522 1.099
C: -0.648 -0.666 1.518
C: -1.439 -1.688 0.762
C: -0.823 -3.093 0.813
C: 0.368 -3.279 -0.128
C: 1.616 -2.524 0.320
C: 2.770 -2.695 -0.664
C: 4.032 -1.945 -0.237
C: 3.865 -0.422 -0.297
C: 5.165 0.256 0.083
O: 5.376 0.706 1.194
N: 6.079 0.294 -0.910
C: 7.436 0.789 -0.743
C: 7.487 2.284 -0.373
O: 7.451 2.503 1.004
H: -9.313 0.021 -0.191
H: -8.448 0.468 -1.662
H: -8.016 -1.008 -0.800
H: -7.249 0.356 1.148
H: -7.678 1.831 0.282
H: -5.598 -0.206 -0.626
H: -6.027 1.267 -1.494
H: -4.847 1.156 1.318
H: -5.281 2.630 0.454
H: -3.218 0.590 -0.471
H: -3.625 2.085 -1.318
H: -2.427 1.886 1.481
H: -2.909 3.390 0.693
H: -1.261 2.914 -1.144
H: -0.539 3.169 0.446
H: -0.978 0.475 -0.914
H: 0.555 1.317 -0.697
H: 0.318 1.149 1.790
H: -0.419 -0.961 2.535
H: -1.570 -1.396 -0.280
H: -2.433 -1.738 1.221
H: -0.517 -3.319 1.837
H: -1.595 -3.814 0.533
H: 0.086 -2.946 -1.130
H: 0.600 -4.346 -0.192
H: 1.370 -1.469 0.417
H: 1.925 -2.888 1.303
H: 3.009 -3.757 -0.754
H: 2.458 -2.344 -1.651
H: 4.858 -2.241 -0.890
H: 4.297 -2.231 0.783
H: 3.103 -0.105 0.414
H: 3.561 -0.121 -1.302
H: 5.826 -0.077 -1.810
H: 7.930 0.229 0.059
H: 7.967 0.616 -1.678
H: 6.659 2.804 -0.881
H: 8.431 2.712 -0.724
H: 6.704 1.983 1.363

As for the HOMO-LUMO gap: 9.79 eV. The largest force on an atom comes out at 0.77 eV Å⁻¹. The structure (SMILES) is CCCCCCCC/C=C\CCCCCCCC(=O)NCCO. The LUMO energy is 0.70 eV. As for the HOMO energy: -9.10 eV. Its energy above the lowest of the compared OMol25 structures with the same formula, charge and spin is 0.102 eV. Its total energy is -26958.5782 eV.